# 1
The following is a DFT calculation (wB97M-V/def2-TZVPD) of a 2-piece molecular cluster, C3H7INO overall at a distorted geometry.

Calculated values
* HOMO (spin up / spin down): -12.1 / -13.1 eV
* E_tot: -14851.4797 eV
* net charge: +1
* Kohn-Sham gap (spin up / spin down): 6.42 / 9.23 eV
* lowest unoccupied orbital energy (spin up / spin down): -5.72 / -3.92 eV

```
13
Properties=species:S:1:pos:R:3:forces:R:3:mulliken_charge:R:1
C -0.139 1.307 1.644 0.9867 -0.6455 -0.4884 -0.245
C -0.137 -0.086 1.248 -3.2090 -0.8240 0.4633 -0.285
C 0.576 -2.233 -2.388 1.1989 -0.2297 0.9490 0.180
N 0.412 0.914 0.283 -3.3056 -0.5532 0.9673 -0.036
O 0.248 -1.334 -1.716 0.0662 -0.8165 -0.6421 -0.301
I -1.795 0.104 -2.227 -0.5344 0.5689 -0.1625 -0.080
H -1.047 1.859 1.611 -0.3818 0.4325 0.1412 0.291
H 0.655 1.483 2.324 0.3410 1.2146 0.4785 0.286
H 0.561 -0.759 1.611 1.6088 -0.7955 0.7460 0.285
H -1.167 -0.606 1.307 1.6114 1.0697 -1.7324 0.223
H -0.139 1.059 -0.583 0.1737 0.1937 0.1267 0.065
H 0.593 -2.663 -3.396 -0.7031 0.4390 -0.2058 0.349
H 1.380 0.955 0.283 2.1471 -0.0540 -0.6407 0.268
```
Forces are in eV/Å.

=====

# 2
The following is a DFT calculation (wB97M-V/def2-TZVPD) of a 2-piece molecular cluster, C5H10NS overall.

Calculated values
* HOMO (spin up / spin down): -8.9 / -8.9 eV
* E_tot: -17669.5638 eV
* 2S+1: 2
* net charge: 0
* Kohn-Sham gap (spin up / spin down): 9.82 / 6.92 eV
* expectation value of S²: 0.753
* lowest unoccupied orbital energy (spin up / spin down): 0.87 / -2.00 eV

```
17
Properties=species:S:1:pos:R:3:forces:R:3:mulliken_spin:R:1
C 0.818 -2.991 -0.271 0.0428 0.0292 0.0259 0.014
C 0.005 -2.513 0.938 0.3641 -0.3946 -0.7563 -0.066
S -0.205 -0.739 0.974 0.0200 -0.1444 0.2767 0.984
H 1.850 -2.652 -0.204 0.0290 0.0990 -0.0068 0.000
H 0.396 -2.601 -1.197 -0.0146 0.0000 -0.0121 -0.006
H 0.836 -4.080 -0.342 -0.0798 -0.0286 0.0891 0.003
H 0.524 -2.814 1.851 -0.1711 0.1150 0.2078 0.041
H -0.966 -3.009 0.926 -0.1123 0.1520 0.2590 0.017
C 0.401 2.277 -0.569 -0.2101 0.3565 0.4069 -0.002
C 0.668 3.414 0.064 0.1588 -0.0700 -0.4793 0.001
C -1.779 1.556 -0.485 -0.4527 0.8457 0.2356 -0.011
N -0.823 1.978 -1.185 0.2841 -0.6943 -0.3951 0.020
H 1.146 1.494 -0.655 -0.0457 -0.0569 -0.0793 0.002
H -0.036 4.235 0.041 -0.0313 -0.0221 0.2637 0.000
H 1.660 3.566 0.460 -0.0217 0.1362 0.0987 0.000
H -2.722 1.286 -0.956 0.0683 -0.0349 -0.1167 0.002
H -1.774 1.593 0.610 0.1722 -0.2877 -0.0179 0.002
```
Forces are in eV/Å.

=====

# 3
The following is a DFT calculation (wB97M-V/def2-TZVPD) of a 2-piece molecular cluster, Br3HOSi overall at a distorted geometry.

Calculated values
* HOMO (spin up / spin down): -9.9 / -9.9 eV
* E_tot: -220069.7369 eV
* net charge: 0
* Kohn-Sham gap (spin up / spin down): 8.05 / 8.04 eV
* lowest unoccupied orbital energy (spin up / spin down): -1.83 / -1.83 eV

```
6
Properties=species:S:1:pos:R:3:forces:R:3:mulliken_charge:R:1
O 0.327 0.761 -0.278 3.0611 -1.6236 1.1479 -0.693
Si 2.906 0.025 0.007 -2.9715 1.5495 1.0469 0.756
Br 3.745 1.923 -0.697 -0.1362 -0.5220 0.2933 -0.094
Br 3.589 -1.670 -1.101 -0.0575 -0.3041 -0.2982 -0.086
Br 3.028 -0.422 2.233 -0.0651 0.4003 -1.3789 -0.146
H 0.049 0.273 0.535 0.1693 0.4999 -0.8110 0.263
```
Forces are in eV/Å.

=====

# 4
The following is a DFT calculation (wB97M-V/def2-TZVPD) of one molecule with the formula C5H8N4 at a distorted geometry.

Calculated values
* HOMO: -8.2 eV
* E_tot: -11269.7582 eV
* net charge: 0
* Kohn-Sham gap: 9.00 eV
* SMILES: C=N/N=C\N1CCC=N1
* lowest unoccupied orbital energy: 0.82 eV

```
17
Properties=species:S:1:pos:R:3:forces:R:3:mulliken_charge:R:1
C -3.209 0.937 0.278 1.8510 0.8437 -3.2097 -0.276
N -2.529 0.326 -0.746 -3.3362 2.2068 4.6403 -0.284
N -2.321 -1.046 -0.380 4.1829 1.5683 0.8690 -0.429
C -1.038 -1.161 0.006 -2.2711 -0.3995 -1.4895 0.094
N 0.109 -0.384 0.079 -2.1927 0.5195 -0.8201 0.422
C 1.369 -0.978 0.042 4.6800 0.3325 1.2034 -0.726
C 2.517 0.180 -0.224 -3.3174 -0.9070 -2.8725 -0.414
C 1.443 1.347 -0.229 -1.8347 -2.9721 0.4980 -0.306
N 0.187 0.957 -0.036 2.6735 1.9539 -0.6650 -0.624
H -3.490 0.331 1.164 0.1250 0.5251 -0.5490 0.326
H -3.437 2.186 0.305 0.7220 -3.9721 -0.5153 0.226
H -0.722 -2.160 0.176 -0.1376 -0.9825 0.3514 0.347
H 1.731 -1.166 1.037 -0.5804 -1.1598 0.7830 0.241
H 1.587 -1.827 -0.578 -0.6727 -0.3497 -0.4184 0.379
H 3.142 0.209 0.643 0.6880 0.1701 0.0672 0.298
H 3.061 -0.132 -1.244 -0.9398 1.4542 2.3074 0.265
H 1.600 2.381 -0.292 0.3601 1.1686 -0.1803 0.462
```
Forces are in eV/Å.

=====

# 5
The following is a DFT calculation (wB97M-V/def2-TZVPD) of C20H26N3O3RuS as an isolated structure at a distorted geometry.

Calculated values
* HOMO (spin up / spin down): -14.2 / -14.2 eV
* E_tot: -45176.2647 eV
* 2S+1: 2
* net charge: +2
* Kohn-Sham gap (spin up / spin down): 7.75 / 6.74 eV
* expectation value of S²: 0.755
* lowest unoccupied orbital energy (spin up / spin down): -6.46 / -7.47 eV

```
54
Properties=species:S:1:pos:R:3:forces:R:3:mulliken_spin:R:1
Ru 0.710 -0.720 -1.545 1.5748 -0.2764 -0.3823 0.754
S -0.039 0.385 -3.327 -0.4495 0.1768 0.1450 0.202
C -1.420 -0.682 -3.052 -0.0269 0.0720 -0.1042 -0.020
C -2.646 -0.765 -3.682 0.0507 -0.0350 0.0420 0.020
C -3.564 -1.661 -3.159 -0.0173 -0.0391 0.0776 -0.004
C -3.239 -2.424 -2.038 -0.0494 0.0100 -0.0805 0.010
C -1.993 -2.289 -1.465 0.1326 -0.0207 -0.1122 -0.007
N -1.099 -1.440 -1.990 -0.2159 0.1528 -0.0731 -0.008
H -2.868 -0.139 -4.534 -0.0049 -0.0100 -0.0028 0.000
H -4.542 -1.758 -3.611 0.0069 -0.0126 -0.0065 0.000
H -3.946 -3.120 -1.611 -0.0087 0.0088 -0.0061 0.000
H -1.693 -2.861 -0.601 -0.0259 0.0204 0.0314 0.002
C 0.801 -3.084 0.467 0.1605 0.0072 0.1795 -0.004
O 1.728 -2.264 -0.282 -0.4499 -0.0428 0.0873 0.017
C 2.660 -3.058 -1.054 -0.0441 -0.0513 -0.0514 -0.001
C 2.065 -3.270 -2.428 0.0215 0.0129 0.1585 -0.006
O 1.714 -1.984 -2.974 -0.1786 -0.1092 -0.0402 0.007
C 2.848 -1.235 -3.477 0.0787 -0.0594 -0.1072 -0.002
H 1.335 -3.576 1.279 0.0113 -0.0265 -0.0165 0.001
H 0.340 -3.831 -0.179 0.0003 0.0014 -0.0072 0.000
H 0.048 -2.419 0.881 0.0125 0.0215 0.0241 0.000
H 2.844 -4.003 -0.544 0.0163 0.0085 0.0079 -0.001
H 3.593 -2.498 -1.096 -0.0101 0.0284 0.0000 0.000
H 1.139 -3.843 -2.386 -0.0272 0.0328 -0.0016 0.001
H 2.756 -3.777 -3.100 0.0051 0.0092 -0.0026 0.000
H 3.618 -1.926 -3.814 -0.0110 -0.0053 -0.0209 0.000
H 3.263 -0.587 -2.699 0.0026 -0.0149 0.0106 -0.002
H 2.498 -0.638 -4.313 -0.0383 0.0210 0.0152 0.007
C 0.386 2.937 3.933 0.0206 -0.0488 -0.0075 0.000
N 0.585 1.828 3.002 0.0189 0.0875 0.0123 0.002
N 0.104 1.846 1.718 -0.0476 0.0350 0.0732 0.004
C 0.633 0.792 1.054 -0.2108 -0.0717 -0.3802 -0.009
O 0.272 0.605 -0.182 -0.4059 0.1090 0.4827 0.029
C 1.473 0.102 1.933 0.0275 0.0540 0.0045 0.002
C 1.420 0.791 3.136 -0.0290 -0.0681 0.0408 0.000
C 2.122 0.521 4.419 0.0311 0.0264 -0.0244 0.000
C -0.975 2.692 1.293 0.0822 -0.0582 0.0051 -0.004
C -0.829 3.423 0.126 0.0197 0.0843 0.0317 0.006
C -1.878 4.229 -0.292 0.0072 0.0066 -0.0083 -0.004
C -3.044 4.302 0.457 -0.0029 -0.0044 -0.0004 0.000
C -3.176 3.558 1.621 0.0010 -0.0077 0.0061 0.000
C -2.141 2.738 2.044 -0.0597 -0.0601 -0.0447 0.002
H -0.026 3.782 3.393 0.0041 0.0095 -0.0094 0.000
H 1.349 3.219 4.354 -0.0007 -0.0008 0.0064 0.000
H -0.296 2.649 4.730 -0.0141 0.0080 -0.0044 0.000
H 2.066 -0.766 1.710 0.0138 0.0042 0.0355 0.000
H 2.712 -0.388 4.335 -0.0013 0.0007 0.0025 0.000
H 1.407 0.399 5.233 0.0060 0.0019 0.0033 0.000
H 2.794 1.340 4.682 0.0020 -0.0025 -0.0111 0.000
H 0.092 3.372 -0.438 0.0041 -0.0007 0.0113 0.005
H -1.774 4.815 -1.195 -0.0065 -0.0065 0.0019 0.000
H -3.853 4.942 0.133 0.0022 -0.0016 0.0001 0.000
H -4.089 3.607 2.200 0.0052 0.0112 0.0012 0.000
H -2.246 2.135 2.936 0.0168 0.0120 0.0078 0.000
```
Forces are in eV/Å.

=====

# 6
The following is a DFT calculation (wB97M-V/def2-TZVPD) of C40H39Cl3LuNO2P2S4 as an isolated structure.

Calculated values
* HOMO: -7.4 eV
* E_tot: -180811.3467 eV
* net charge: 0
* Kohn-Sham gap: 7.65 eV
* lowest unoccupied orbital energy: 0.20 eV

```
92
Properties=species:S:1:pos:R:3:forces:R:3:mulliken_charge:R:1
Lu 0.462 -0.381 0.153 -0.6856 0.3310 0.0982 0.902
S -2.127 -0.693 -0.255 0.0391 0.0874 -0.0841 -0.791
P -1.804 1.214 -0.968 -0.2629 0.0711 0.1616 2.263
C -0.197 1.708 -0.854 -0.0152 -0.5936 -0.0759 -1.717
P 0.894 1.475 -2.105 0.3396 0.2340 -0.3282 1.988
S 1.627 -0.450 -2.204 0.0448 0.1274 -0.0502 -0.909
C 0.411 1.977 -3.790 -0.0926 0.0406 0.0275 0.470
C -0.039 3.285 -3.965 -0.0007 0.0555 0.0539 -0.396
C -0.384 3.744 -5.224 0.0027 -0.0393 -0.0695 -0.659
C -0.281 2.898 -6.323 -0.0044 0.0308 0.0436 -0.526
C 0.166 1.597 -6.155 -0.0002 0.0065 0.0349 -0.624
C 0.510 1.138 -4.889 0.0502 -0.0755 -0.0336 -0.230
C 2.337 2.551 -1.820 0.0147 -0.0242 0.0133 0.232
C 2.437 3.279 -0.643 -0.0327 0.0560 0.0284 -0.101
C 3.546 4.087 -0.416 -0.0333 -0.0293 -0.0057 -0.526
C 4.551 4.172 -1.365 0.0151 -0.0236 -0.0471 -0.577
C 4.451 3.447 -2.550 -0.0037 0.0447 0.0749 -0.706
C 3.350 2.640 -2.774 0.0185 -0.0694 -0.0249 -0.567
C -2.595 1.245 -2.608 -0.0574 0.0318 -0.0299 0.161
C -3.284 2.372 -3.043 -0.0126 0.0788 0.0115 -0.711
C -3.865 2.398 -4.303 0.0252 -0.0459 -0.0114 -0.704
C -3.758 1.296 -5.138 0.0115 -0.0059 0.0090 -0.595
C -3.068 0.169 -4.712 0.0077 0.0264 -0.0028 -0.799
C -2.490 0.143 -3.453 0.0399 -0.0485 0.0240 -0.179
C -2.835 2.331 0.027 -0.0433 -0.0510 0.0094 0.051
C -4.137 1.974 0.369 -0.0355 -0.0201 -0.0100 -0.664
C -4.924 2.838 1.111 0.0463 0.0504 0.0044 -0.732
C -4.411 4.066 1.518 -0.0368 -0.0246 0.0064 -0.460
C -3.115 4.422 1.183 0.0440 0.0007 -0.0112 -0.769
C -2.325 3.554 0.437 0.0221 0.0081 0.0202 -0.149
H -0.119 3.948 -3.110 0.0040 -0.0323 0.0220 0.317
H -0.734 4.760 -5.350 -0.0027 0.0019 -0.0023 0.437
H -0.553 3.256 -7.308 0.0040 0.0012 -0.0059 0.396
H 0.245 0.935 -7.007 0.0008 -0.0070 -0.0021 0.425
H 0.859 0.121 -4.751 -0.0109 0.0014 -0.0003 0.368
H 1.639 3.203 0.086 0.0157 -0.0046 0.0031 0.154
H 3.618 4.652 0.505 0.0070 0.0057 -0.0010 0.460
H 5.412 4.804 -1.189 0.0038 0.0006 -0.0042 0.389
H 5.232 3.515 -3.296 0.0084 -0.0002 0.0011 0.407
H 3.278 2.073 -3.695 -0.0259 -0.0075 0.0094 0.401
H -3.375 3.237 -2.396 0.0086 -0.0168 0.0181 0.429
H -4.401 3.280 -4.629 -0.0032 0.0053 -0.0014 0.423
H -4.212 1.313 -6.121 -0.0030 0.0064 -0.0024 0.389
H -2.976 -0.692 -5.361 -0.0072 -0.0003 -0.0085 0.443
H -1.955 -0.738 -3.116 -0.0033 0.0087 0.0104 0.467
H -4.529 1.010 0.066 0.0182 -0.0053 -0.0111 0.398
H -5.934 2.556 1.379 -0.0042 -0.0002 0.0027 0.416
H -5.024 4.740 2.103 -0.0033 -0.0002 -0.0023 0.389
H -2.712 5.374 1.504 -0.0022 0.0021 0.0039 0.436
H -1.302 3.801 0.179 -0.0067 0.0098 0.0010 0.414
C 2.693 -4.273 1.782 0.0329 -0.0462 -0.0020 -1.517
C 1.350 -3.708 2.246 -0.0022 0.0604 -0.0321 2.142
C 0.833 -4.503 3.445 -0.0187 -0.0278 0.0561 -1.902
C 0.340 -3.648 1.105 -0.1730 -0.0186 0.0058 1.434
C -1.023 -3.857 1.340 0.0395 -0.0076 0.0034 -0.466
C -1.942 -3.929 0.306 -0.0005 -0.0193 -0.0133 -0.883
C -1.553 -3.779 -1.020 0.0046 0.0015 0.0159 0.838
C -2.552 -3.819 -2.139 -0.0319 -0.0161 -0.0283 -1.595
C -0.211 -3.525 -1.262 0.0525 0.0696 -0.0874 -0.061
C 0.720 -3.453 -0.230 0.0373 -0.0247 0.0705 -1.184
H 3.351 -4.426 2.639 0.0032 0.0235 0.0012 0.396
H 3.203 -3.599 1.097 -0.0157 0.0086 -0.0218 0.271
H 2.557 -5.237 1.287 -0.0116 -0.0040 0.0182 0.354
H 1.531 -2.682 2.585 0.0223 -0.0054 0.0076 -0.946
H 0.504 -5.502 3.150 0.0346 -0.0046 -0.0271 0.395
H -0.002 -4.015 3.949 0.0026 0.0314 -0.0274 0.408
H 1.633 -4.618 4.179 -0.0058 0.0117 0.0060 0.466
H -1.380 -3.985 2.352 -0.0028 -0.0131 -0.0069 0.246
H -2.988 -4.096 0.541 -0.0055 0.0007 -0.0089 0.358
H -3.189 -2.931 -2.109 0.0114 0.0154 0.0234 0.180
H -3.198 -4.695 -2.069 0.0035 0.0017 0.0190 0.475
H -2.055 -3.841 -3.109 0.0070 -0.0051 -0.0006 0.353
H 0.128 -3.367 -2.279 -0.0011 -0.0060 0.0041 0.268
H 1.758 -3.295 -0.496 0.0150 0.0048 0.0969 0.196
S -0.875 0.309 2.645 0.1801 -0.2834 0.0970 -0.304
C 0.291 1.066 3.592 -0.1999 0.1030 -0.1956 0.339
N 1.258 0.494 4.288 -0.0637 -0.0207 0.0257 -0.082
C 2.249 1.348 4.934 -0.0336 -0.0149 0.0327 -0.399
C 1.675 2.774 4.928 0.1350 -0.0498 0.0411 -0.569
S 0.317 2.787 3.724 -0.0092 0.0629 0.0043 -0.059
H 1.365 -0.508 4.225 0.0491 0.0020 0.0351 0.185
H 3.187 1.307 4.384 -0.0800 -0.0349 0.0527 -0.067
H 2.425 0.999 5.951 0.0019 0.0017 0.0085 0.404
H 2.433 3.488 4.614 -0.0101 0.0249 0.0341 0.354
H 1.297 3.065 5.906 -0.0271 -0.0092 -0.0107 0.394
Cl 4.482 -1.032 3.187 -0.0309 0.0991 -0.0595 -0.115
C 4.258 0.089 1.808 0.0081 -0.0428 0.1244 0.917
Cl 4.592 1.741 2.327 0.1318 0.0072 -0.1146 -0.092
Cl 5.331 -0.360 0.493 0.0222 0.0126 -0.0565 -0.120
C 2.794 -0.068 1.337 -0.0607 -0.2097 -0.0562 -0.921
O 2.453 -1.202 0.917 0.2831 -0.0885 0.2109 0.036
O 2.008 0.893 1.385 0.3043 0.2104 -0.1125 -0.060
```
Forces are in eV/Å.

=====

For each record above, in turn, the calculated molar mass values are 200.0, 116.2, 284.8, 124.1, 489.6, 1037.3 Da.
For each record above, in turn, the calculated relative energy (zero: lowest compared OMol25 entry of this formula, charge and spin) values are 3.919, 0.000, 4.355, 4.794, 0.407, 0.000 eV.